An isolated ion of composition C3H6NO2S and charge +1 at a distorted geometry. Source: OMol25; level of theory: the ωB97M-V functional and the def2-TZVPD basis.

Structure (ORCA input):
```
! wB97M-V def2-TZVPD RIJCOSX def2/J DEFGRID3
* xyz 1 1
S 1.73 -0.45 1.41
O 1.74 -1.80 1.92
O 2.91 0.31 1.09
N -0.68 -0.40 -2.44
C 0.42 0.47 2.31
C 0.10 -0.58 -1.26
C 0.79 -0.58 -0.27
H 0.22 1.39 1.83
H -0.70 -1.24 -3.07
H -0.63 -0.09 2.17
H -1.58 0.08 -2.13
H -0.24 0.51 -2.71
H 0.68 0.40 3.31
*
```

Calculated values
energy relative to the best compared isomer or geometry (same formula, charge and spin)	117.2	kcal per mole
HOMO	-15.341	eV
E	-19616.2654	eV

Atomic partial charges in e from the Löwdin method, atoms 1 to 6:
1. S 0.68
2. O -0.28
3. O -0.28
4. N 0.21
5. C -0.11
6. C -0.11